No. 1
This record from the Open Molecules 2025 dataset describes an isolated molecule of C15H15NO3S. The level of theory is the ωB97M-V functional and the def2-TZVPD basis.

Structure (XYZ):
```
35
Properties=species:S:1:pos:R:3
C 1.7176 3.9755 -3.0499
C 1.1355 2.6863 -2.5632
C -0.2046 2.5979 -2.2011
C -0.7405 1.4014 -1.7710
C 0.0584 0.2617 -1.6953
C -0.5494 -0.9936 -1.2196
O -1.7108 -1.0942 -0.8738
O 0.3109 -2.0153 -1.2003
C -0.1600 -3.2875 -0.7651
C -0.1546 -3.3860 0.7725
O 0.6767 -4.0250 1.3766
N -1.1697 -2.7132 1.3437
C -1.2491 -2.5030 2.7704
C -0.8569 -1.1065 3.1476
C -0.9668 0.0346 2.4150
C -0.4948 1.1783 3.1002
C -0.0395 0.8903 4.3437
S -0.1665 -0.7870 4.7039
C 1.4029 0.3420 -2.0546
C 1.9279 1.5435 -2.4829
H 1.0937 4.8190 -2.7658
H 1.7933 3.9589 -4.1375
H 2.7185 4.1226 -2.6500
H -0.8310 3.4763 -2.2568
H -1.7804 1.3274 -1.4900
H 0.5433 -4.0155 -1.1711
H -1.1703 -3.4632 -1.1505
H -1.7754 -2.1553 0.7517
H -2.2739 -2.7105 3.1041
H -0.5748 -3.2223 3.2441
H -1.3700 0.0741 1.4189
H -0.4996 2.1673 2.6781
H 0.3657 1.5557 5.0796
H 2.0236 -0.5377 -1.9915
H 2.9704 1.6030 -2.7603
```

Results
**Structure (SMILES)**: Cc1ccc(C(=O)OCC(=O)NCc2cccs2)cc1

No. 2
This record from the Open Molecules 2025 dataset describes a structure of composition C15H16AlF7NO5 in a non-equilibrium geometry. The level of theory is the ωB97M-V functional and the def2-TZVPD basis.

Structure (XYZ):
```
45
Properties=species:S:1:pos:R:3
C 0.9495 0.6962 2.2919
C 0.8623 2.0190 1.5354
N 1.9679 2.6122 1.2943
C -0.4466 2.6953 1.0952
C -1.2060 2.0302 -0.1072
O -2.2717 2.9158 -0.4186
C -1.8646 0.7264 0.4102
O -2.9057 0.2656 -0.4674
C -3.2137 -1.0047 -0.2088
F -3.3902 -1.2701 1.1150
F -2.2816 -1.8978 -0.6458
F -4.3669 -1.3179 -0.8124
O -0.4438 1.9362 -1.3008
C 0.0239 0.6860 -1.6423
O -0.5948 -0.1151 -2.2887
C 1.4830 0.2833 -1.2721
C 1.5717 -1.1451 -0.7218
O 0.7818 -1.6131 0.0686
C 2.7395 -2.0603 -1.1278
C 3.2503 -2.8662 -0.1017
C 4.2841 -3.7757 -0.3250
C 4.8007 -3.8731 -1.6262
C 4.2986 -3.0598 -2.6392
C 3.2605 -2.1421 -2.4231
H 1.7708 0.0828 1.8930
H 1.2602 0.9532 3.3249
H 0.0048 0.1473 2.3816
H 1.7788 3.4973 0.8179
H -1.1209 2.6998 1.9750
H -0.2785 3.7470 0.8163
H -2.6250 3.1736 0.4452
H -1.1646 -0.0811 0.6860
H -2.3911 0.9978 1.3398
H 2.0132 0.2714 -2.2461
H 2.0058 1.0336 -0.6586
H 2.8305 -2.7943 0.9040
H 4.6148 -4.3849 0.5199
H 5.5903 -4.6117 -1.7988
H 4.7337 -3.1986 -3.6361
H 2.8631 -1.5294 -3.2349
F -6.3102 3.3016 0.5546
Al -5.8427 1.8529 1.3564
F -5.7119 2.1493 3.0499
F -4.3004 1.3422 0.7585
F -7.0088 0.6248 1.0696
```

Results
**Net charge**: -1

No. 3
This record from the Open Molecules 2025 dataset describes a structure of composition C15H16AuBN4O6 in a non-equilibrium geometry. The level of theory is the ωB97M-V functional and the def2-TZVPD basis.

Structure (XYZ):
```
43
C15H16AuBN4O6 the ωB97M-V functional and the def2-TZVPD basis
Au 0.1517 -0.2446 -0.0862
O -3.5000 2.2063 -0.0268
C -2.3120 1.5812 -0.1025
O -2.2643 0.3360 -0.1221
C -1.1522 2.4139 -0.1080
C -1.1969 3.8073 0.0487
C -0.0326 4.5322 0.0806
C 1.1937 3.8470 0.0147
C 1.1868 2.4785 -0.1033
N 0.0528 1.7644 -0.2192
C 2.4617 1.6728 -0.0380
O 3.5513 2.2126 -0.0329
O 2.3097 0.4064 0.0743
H -4.2045 1.5388 -0.0242
H -2.1650 4.2758 0.1386
H -0.0515 5.6056 0.1742
H 2.1436 4.3567 0.0620
N 0.0127 -2.1562 -0.1636
C 0.1900 -3.2201 0.3199
N 0.3688 -4.4089 0.5470
C 0.2080 -5.3283 1.4243
N 0.1197 -6.2099 2.1602
C -1.5487 -2.0407 4.5905
C -0.6778 -0.9121 4.0617
C 0.5353 -0.7136 4.9703
O -0.1800 -1.2927 2.7435
B -0.2415 -0.2063 1.9784
O -0.7931 0.8812 2.5304
C -1.4399 0.4274 3.7551
C -2.9052 0.2167 3.3698
C -1.3330 1.4964 4.8309
H -0.9277 -2.9169 4.7539
H -2.3232 -2.3049 3.8787
H -2.0069 -1.7495 5.5320
H 1.1432 -1.6145 4.9472
H 0.2115 -0.5308 5.9919
H 1.1504 0.1139 4.6245
H -2.9725 -0.5175 2.5700
H -3.2920 1.1608 2.9919
H -3.5046 -0.0989 4.2180
H -0.3039 1.7684 5.0382
H -1.7973 1.1268 5.7413
H -1.8592 2.3896 4.5042
```

No. 4
This record from the Open Molecules 2025 dataset describes a structure of composition C15H16AuCl2N2S2. The level of theory is the ωB97M-V functional and the def2-TZVPD basis.

Structure (XYZ):
```
38
Properties=species:S:1:pos:R:3
Au -1.3914 -0.5543 0.0857
Cl -4.4862 -1.3790 -1.1190
C -5.0266 -0.7054 0.3894
C -6.1406 -1.2908 0.9673
C -6.6468 -0.7911 2.1551
C -6.0290 0.2955 2.7497
C -4.9107 0.8597 2.1582
Cl -4.1985 2.2202 2.9791
C -4.3467 0.3855 0.9619
S -2.9555 1.1674 0.2280
H -6.6046 -2.1331 0.4731
H -7.5173 -1.2433 2.6120
H -6.4004 0.7128 3.6755
S 0.1502 -2.2742 -0.1076
C 2.3517 -0.6262 -0.3002
C 1.6815 -1.5717 0.6560
C 2.5367 -2.7444 0.9806
C 3.5211 -3.0947 0.1503
C 3.7132 -2.3087 -1.0658
N 3.1725 -1.1791 -1.3195
H 1.3912 -1.0196 1.5454
H 2.2762 -3.3397 1.8470
H 4.1224 -3.9818 0.3015
H 4.3614 -2.7239 -1.8382
C 1.9754 1.3818 -2.5192
C 2.5732 1.6296 -1.1310
C 4.1008 1.7082 -1.1929
C 2.0317 2.9570 -0.5934
N 2.1149 0.6104 -0.1808
H 2.1790 2.2383 -3.1675
H 0.8936 1.2629 -2.4353
H 2.3897 0.4837 -2.9718
H 4.4079 2.5692 -1.7925
H 4.5191 0.8055 -1.6339
H 4.5086 1.8295 -0.1865
H 2.3053 3.7860 -1.2509
H 2.4320 3.1486 0.4040
H 0.9450 2.9091 -0.5137
```

Results
**Net charge**: -1

No. 5
This record from the Open Molecules 2025 dataset describes a structure of composition C15H16BNO2RhS4Si. The level of theory is the ωB97M-V functional and the def2-TZVPD basis.

Structure (XYZ):
```
41
Properties=species:S:1:pos:R:3
Rh 1.8154 1.3377 -1.4653
S 4.5173 4.1406 -3.2722
C 3.6787 2.7857 -2.8686
S 4.0930 1.6310 -1.6138
S 2.1955 2.2083 -3.5914
C -0.2342 1.2449 3.8209
Si -1.7678 1.4936 2.7951
C -2.5286 3.1560 3.2172
C -3.0002 0.1401 3.2164
C -1.5253 1.4575 0.9299
C -2.6728 1.5028 0.1453
C -2.6211 1.4885 -1.2476
C -1.3760 1.4545 -1.8406
N -0.2602 1.4296 -1.1219
C -0.3005 1.3962 0.2332
S 1.2985 1.2349 0.8546
H -0.5048 1.2625 4.8807
H 0.5016 2.0275 3.6352
H 0.2447 0.2908 3.5987
H -2.7488 3.2307 4.2851
H -3.4586 3.3200 2.6682
H -1.8414 3.9636 2.9556
H -3.2146 0.1309 4.2880
H -2.5974 -0.8378 2.9437
H -3.9468 0.2702 2.6878
H -3.6443 1.5447 0.6298
H -3.5169 1.5097 -1.8513
H -1.2483 1.4629 -2.9165
O 2.1539 -1.2687 -2.8060
B 1.8706 -0.6114 -1.5835
O 1.6037 -1.5807 -0.6012
C 1.7235 -2.7954 -1.2164
C 1.5570 -4.0485 -0.6769
C 1.7404 -5.1340 -1.5375
C 2.0760 -4.9439 -2.8721
C 2.2425 -3.6640 -3.4057
C 2.0582 -2.6017 -2.5501
H 1.2980 -4.1784 0.3651
H 1.6202 -6.1398 -1.1558
H 2.2133 -5.8052 -3.5136
H 2.5067 -3.5059 -4.4424
```

Results
**Net charge**: -1

No. 6
This record from the Open Molecules 2025 dataset describes a structure of composition C15H16BNO2RhS4Si in a non-equilibrium geometry. The level of theory is the ωB97M-V functional and the def2-TZVPD basis.

Structure (XYZ):
```
41
Properties=species:S:1:pos:R:3
Rh 1.9832 1.3855 -1.6221
S 3.8261 4.4036 -1.2682
C 3.4654 3.0870 -2.1941
S 4.2619 1.5108 -2.0171
S 2.1735 3.0044 -3.3681
C -0.0481 1.4688 3.6996
Si -1.5629 1.4533 2.6311
C -2.5908 2.9667 3.0142
C -2.5859 -0.0480 3.0815
C -1.3173 1.4175 0.7702
C -2.4500 1.2532 -0.0096
C -2.3853 1.2058 -1.4033
C -1.1539 1.3714 -1.9928
N -0.0475 1.5671 -1.2764
C -0.0931 1.5410 0.0727
S 1.4945 1.5715 0.7203
H -0.3648 1.4644 4.7471
H 0.5660 2.3526 3.5200
H 0.5818 0.5979 3.5142
H -2.8224 3.0161 4.0820
H -3.5354 2.9515 2.4646
H -2.0594 3.8808 2.7396
H -2.7999 -0.0558 4.1540
H -2.0547 -0.9704 2.8346
H -3.5415 -0.0615 2.5519
H -3.4178 1.1374 0.4703
H -3.2671 1.0613 -2.0105
H -1.0284 1.3869 -3.0687
O 1.8847 -1.3410 -2.9512
B 1.7318 -0.5628 -1.7980
O 1.4734 -1.4156 -0.6950
C 1.5037 -2.6876 -1.1917
C 1.3286 -3.8779 -0.5259
C 1.4170 -5.0471 -1.2874
C 1.6646 -5.0014 -2.6543
C 1.8361 -3.7828 -3.3186
C 1.7537 -2.6453 -2.5535
H 1.1337 -3.8979 0.5378
H 1.2921 -6.0061 -0.8011
H 1.7290 -5.9243 -3.2161
H 2.0253 -3.7310 -4.3822
```

Results
**Net charge**: -1

| no. | energy (a.u.) |
| --- | --- |
| 1 | -1259.29150 |
| 2 | -1954.02319 |
| 3 | -1412.23275 |
| 4 | -2543.25550 |
| 5 | -2804.35871 |
| 6 | -2804.31245 |